No. 1
The following is a DFT calculation (the ωB97M-V functional and the def2-TZVPD basis) of a molecular structure, C23H14CrI2N4O7S5.

Results
Kohn-Sham gap (spin up / spin down)	5.365 / 5.470	eV
net charge	-1
E	-5261.4377	a.u.
E_LUMO (spin up / spin down)	0.034 / 0.034	Ha
HOMO (spin up / spin down)	-4.4 / -4.5	eV
<S²>	3.80
energy relative to the best compared isomer or geometry (same formula, charge and spin)	0.000	eV
2S+1	4

Last column: Mulliken spin population.
Element x y z (Å)
Cr (-20.3105, -4.8401, 5.9577)  3.108
I (-22.3253, -4.3267, -1.0682)  0.000
C (-21.6324, -4.0286, 0.8922)  -0.005
C (-20.3379, -3.5947, 1.1293)  0.001
C (-19.9249, -3.3623, 2.4358)  -0.003
I (-17.9812, -2.8043, 2.9010)  0.001
C (-20.7749, -3.5338, 3.5447)  -0.006
O (-20.4062, -3.2643, 4.7757)  0.031
C (-22.0587, -4.0286, 3.2609)  -0.016
C (-23.0352, -4.2152, 4.4028)  0.003
N (-22.4808, -4.7145, 5.6948)  -0.048
C (-23.0579, -3.9231, 6.8016)  -0.003
C (-22.3262, -4.1602, 8.0848)  0.002
C (-22.9274, -4.4137, 9.3104)  -0.009
C (-22.0870, -4.5769, 10.3974)  0.008
C (-20.7080, -4.5451, 10.2592)  -0.008
C (-20.1919, -4.3653, 8.9809)  0.018
N (-20.9918, -4.1293, 7.9421)  -0.037
C (-22.4886, -4.2640, 1.9501)  0.003
H (-19.6724, -3.4546, 0.2859)  0.000
H (-23.8677, -4.8392, 4.0721)  0.000
H (-23.4644, -3.2331, 4.6160)  -0.003
H (-22.7162, -5.6922, 5.8191)  0.010
H (-24.1391, -4.0868, 6.9033)  -0.003
H (-22.8992, -2.8668, 6.5787)  0.002
H (-24.0140, -4.4751, 9.4061)  0.000
H (-22.5241, -4.7868, 11.3687)  0.001
H (-20.0508, -4.7126, 11.1053)  0.000
H (-19.1467, -4.4320, 8.7603)  0.003
H (-23.5036, -4.6176, 1.7792)  0.000
S (-18.1990, -11.7623, 5.0721)  -0.002
C (-18.7361, -10.2206, 5.2563)  0.000
S (-19.5184, -9.6627, 6.6666)  0.002
C (-19.8321, -8.0171, 6.1654)  0.013
C (-19.3946, -7.6927, 4.9409)  0.012
S (-19.6688, -6.1454, 4.1645)  -0.058
S (-18.5576, -8.9687, 4.0869)  0.001
S (-20.6417, -6.8775, 7.2169)  -0.049
O (-16.3142, -3.9046, 6.3714)  0.001
C (-17.4931, -3.6784, 6.5547)  0.000
O (-18.4634, -4.5074, 6.5136)  0.013
C (-17.8310, -2.2996, 7.0689)  0.005
C (-16.8196, -1.4979, 7.6173)  0.002
C (-17.1357, -0.2880, 8.2297)  -0.002
C (-18.4498, 0.1818, 8.3545)  0.002
C (-19.4288, -0.6067, 7.7703)  0.005
C (-19.1274, -1.8071, 7.1189)  0.046
N (-20.8182, -0.2370, 7.9499)  0.001
O (-21.6824, -0.9538, 7.4590)  0.001
O (-21.0879, 0.7719, 8.5863)  0.000
N (-16.0747, 0.5217, 8.8142)  0.000
O (-16.3780, 1.5306, 9.4248)  0.000
O (-14.9285, 0.1494, 8.6524)  0.000
H (-15.8021, -1.8366, 7.5922)  0.000
H (-18.6947, 1.1150, 8.8474)  0.000
H (-19.9277, -2.3646, 6.6643)  -0.040

***

No. 2
The following is a DFT calculation (the ωB97M-V functional and the def2-TZVPD basis) of a molecular structure, C23H15BrCl3N3O10PtS3.

Results
Kohn-Sham gap (spin up / spin down)	7.352 / 7.351	eV
net charge	-2
E	-7070.7581	a.u.
E_LUMO (spin up / spin down)	0.129 / 0.129	Ha
HOMO (spin up / spin down)	-3.8 / -3.8	eV
energy relative to the best compared isomer or geometry (same formula, charge and spin)	0.025	eV
2S+1	1

Last column: Mulliken charge in e.
Element x y z (Å)
Pt (-0.1913, 2.3749, -0.8311)  1.945
C (-3.2231, 0.2505, -1.3104)  -1.386
O (-1.8083, 0.1528, -1.1439)  -0.135
C (-1.3188, -0.9706, -0.5566)  0.202
C (-2.1273, -1.8796, 0.0856)  0.082
C (-1.5454, -3.0250, 0.6170)  -0.518
Br (-2.6564, -4.2780, 1.5286)  -0.277
C (-0.2174, -3.2935, 0.4530)  -0.917
C (0.6157, -2.3808, -0.2268)  0.836
C (0.0794, -1.1695, -0.6740)  0.677
O (0.7357, -0.1807, -1.3207)  -0.643
C (1.9679, -2.9153, -0.5831)  0.340
N (2.1887, -4.2145, -0.6703)  -0.775
C (3.4888, -4.3313, -1.1366)  0.211
C (4.2426, -5.4685, -1.4444)  -0.729
C (5.5282, -5.2869, -1.9291)  -0.385
C (6.0702, -4.0002, -2.1092)  -0.407
C (5.3368, -2.8639, -1.8107)  -0.699
C (4.0416, -3.0620, -1.3243)  0.564
N (3.0440, -2.1810, -0.9714)  0.466
H (-3.5997, -0.6130, -1.8583)  0.499
H (-3.3960, 1.1611, -1.8714)  0.215
H (-3.7387, 0.3280, -0.3514)  0.457
H (-3.1916, -1.7115, 0.1828)  0.493
H (0.2147, -4.2217, 0.7909)  0.519
H (1.6727, -0.0313, -1.0315)  -0.297
H (3.8223, -6.4576, -1.3013)  0.411
H (6.1358, -6.1492, -2.1815)  0.352
H (7.0812, -3.9003, -2.4900)  0.358
H (5.7352, -1.8634, -1.9468)  0.430
H (3.1901, -1.1680, -0.8579)  -0.150
Cl (3.5177, 0.6013, -0.5544)  -0.788
C (2.1155, 3.6617, 0.1777)  0.517
Cl (0.6534, 4.6049, 0.6304)  -0.082
Cl (3.5443, 4.6437, 0.5280)  -0.160
C (1.9535, 2.4105, 1.1415)  0.164
O (2.7060, 2.3011, 2.0747)  -0.665
O (0.8930, 1.6938, 0.8434)  -0.842
O (0.3498, 5.4921, -2.0359)  -0.533
S (0.6436, 4.2805, -2.7375)  1.110
O (-0.4695, 3.2643, -2.7806)  -0.636
O (1.3069, 4.4324, -4.0055)  -0.628
S (2.1125, 3.1073, -1.6105)  -0.126
O (-6.4591, 2.5684, 1.0998)  -0.697
S (-5.3166, 3.3563, 1.4968)  1.155
O (-5.5961, 4.5617, 2.2332)  -0.690
N (-4.3383, 3.6274, 0.2510)  -0.630
C (-3.1729, 2.9911, 0.3719)  0.295
O (-2.2837, 3.0436, -0.5249)  -0.662
C (-3.0569, 2.1879, 1.6572)  0.531
C (-2.0233, 1.3815, 2.1049)  0.162
C (-2.1663, 0.7309, 3.3280)  -1.277
C (-3.3287, 0.8783, 4.0791)  -0.367
C (-4.3698, 1.6824, 3.6265)  -0.663
C (-4.2072, 2.3221, 2.4149)  -0.143
H (-1.1243, 1.2581, 1.5364)  0.659
H (-1.3559, 0.1079, 3.6929)  0.487
H (-3.4278, 0.3577, 5.0276)  0.371
H (-5.2772, 1.8013, 4.2083)  0.403

***

No. 3
The following is a DFT calculation (the ωB97M-V functional and the def2-TZVPD basis) of a molecular structure, C23H15BrCl3N3O10PtS3.

Results
Kohn-Sham gap (spin up / spin down)	5.521 / 5.501	eV
net charge	-2
E	-7070.4469	a.u.
E_LUMO (spin up / spin down)	0.143 / 0.143	Ha
HOMO (spin up / spin down)	-1.6 / -1.6	eV
<S²>	2.02
energy relative to the best compared isomer or geometry (same formula, charge and spin)	7.829	eV
2S+1	3

Last column: Mulliken spin population.
Element x y z (Å)
Pt (0.4337, 2.2238, -1.3678)  0.839
C (3.1469, 3.8959, 1.6125)  0.003
O (2.4715, 2.6850, 1.9381)  0.001
C (2.7298, 1.6232, 1.1561)  -0.016
C (3.7756, 1.5475, 0.2598)  -0.002
C (3.9792, 0.3675, -0.4532)  -0.010
Br (5.4557, 0.2581, -1.6432)  0.000
C (3.1556, -0.7114, -0.3126)  0.037
C (2.0720, -0.6380, 0.5830)  0.004
C (1.8605, 0.5183, 1.3338)  0.045
O (0.8995, 0.6454, 2.2530)  -0.006
C (1.1899, -1.7788, 0.7648)  -0.033
N (0.2599, -1.8787, 1.6885)  -0.002
C (-0.3187, -3.1214, 1.5121)  -0.002
C (-1.3607, -3.7307, 2.2021)  0.000
C (-1.7483, -4.9983, 1.8023)  0.000
C (-1.1142, -5.6550, 0.7404)  0.000
C (-0.0754, -5.0593, 0.0421)  0.001
C (0.3016, -3.7866, 0.4441)  -0.002
N (1.2645, -2.9103, -0.0088)  -0.002
H (4.2127, 3.8162, 1.8591)  0.000
H (2.6891, 4.6604, 2.2340)  0.000
H (3.0206, 4.1493, 0.5579)  -0.002
H (4.4010, 2.4058, 0.0692)  -0.001
H (3.3540, -1.6094, -0.8811)  0.000
H (0.3816, -0.1868, 2.2839)  0.002
H (-1.8654, -3.2104, 3.0053)  0.000
H (-2.5689, -5.4878, 2.3118)  0.000
H (-1.4477, -6.6447, 0.4532)  0.000
H (0.4075, -5.5615, -0.7872)  0.000
H (1.7990, -2.9909, -0.8539)  0.000
Cl (-2.7214, 1.7538, -0.5519)  0.066
C (-3.4933, 3.5827, -0.8031)  0.631
Cl (-2.7327, 4.4663, -2.0783)  0.071
Cl (-5.2187, 3.3229, -1.1093)  0.046
C (-0.7184, 5.1697, 0.8461)  0.004
O (-1.6675, 5.8245, 0.6966)  0.002
O (0.2487, 4.5613, 1.0100)  0.003
O (0.7012, 4.4108, -2.1389)  0.074
S (2.1202, 4.2593, -2.5992)  -0.012
O (2.3807, 4.9307, -3.8587)  0.006
O (3.0710, 4.6152, -1.5471)  0.001
S (2.1809, 2.1864, -2.8367)  0.038
O (-3.9081, -2.4199, 1.6226)  0.001
S (-3.7678, -1.1311, 1.0151)  0.002
O (-4.9292, -0.3432, 0.7660)  0.000
N (-2.8252, -0.2428, 2.0860)  0.004
C (-2.1939, 0.3675, 2.8627)  -0.001
O (-1.3158, 2.3664, -0.1234)  -0.001
C (-2.0207, -0.1388, -0.8597)  0.152
C (-1.2158, -0.3331, -1.9799)  0.042
C (-1.1554, -1.5673, -2.6061)  0.020
C (-1.9027, -2.6457, -2.1353)  -0.003
C (-2.6809, -2.4921, -1.0051)  0.010
C (-2.7217, -1.2389, -0.3902)  0.055
H (-0.6530, 0.5130, -2.3785)  -0.064
H (-0.5314, -1.6856, -3.4857)  0.000
H (-1.8631, -3.6048, -2.6351)  0.001
H (-3.2280, -3.3240, -0.5828)  0.002